Arrangement 1

DFT (ωB97M-V with the def2-TZVPD basis set) results for a single C10H13NO molecule.

* LUMO energy: 0.89 eV
* HOMO level: -8.21 eV
* 2S+1: 1
* Kohn-Sham gap: 0.3341 hartree

Element x y z (Å)
C1 -3.08 -1.09 -0.66
C2 -2.49 -0.78 0.73
C3 -1.17 -0.45 0.98
C4 -0.64 -0.49 2.33
C5 0.64 0.02 2.38
C6 1.09 0.53 1.03
N1 2.41 0.30 0.41
C7 2.60 0.72 -0.99
C8 1.30 1.21 -1.74
C9 0.07 0.35 -1.37
O1 0.33 -0.94 -0.96
C10 0.00 -0.04 0.11
H1 -3.45 -2.14 -0.68
H2 -3.88 -0.39 -0.86
H3 -2.30 -1.05 -1.43
H4 -3.07 -1.12 1.58
H5 -1.20 -0.89 3.18
H6 1.26 0.11 3.31
H7 0.89 1.64 1.01
H8 2.60 -0.71 0.49
H9 3.33 1.58 -0.97
H10 3.06 -0.09 -1.57
H11 1.08 2.25 -1.50
H12 1.48 1.07 -2.84
H13 -0.84 0.42 -1.99

Arrangement 2

DFT (ωB97M-V with the def2-TZVPD basis set) results for a single C10H13NO molecule.

* LUMO energy: 0.03 eV
* HOMO level: -8.33 eV
* 2S+1: 1
* Kohn-Sham gap: 0.3076 hartree

Element x y z (Å)
C1 1.96 0.88 1.54
C2 2.66 0.73 -0.01
C3 2.64 -0.38 -0.78
C4 1.94 -1.55 -0.19
C5 0.59 -1.48 0.23
C6 -0.46 -0.80 -0.38
N1 -0.16 0.35 -0.79
C7 -1.26 1.53 -0.98
C8 -2.36 1.22 0.05
C9 -2.60 -0.32 0.19
O1 -3.63 -0.63 0.81
C10 -1.78 -1.46 -0.37
H1 1.09 1.56 1.48
H2 1.59 -0.14 1.73
H3 2.78 1.14 2.21
H4 2.93 1.89 -0.40
H5 3.34 -0.54 -1.63
H6 2.43 -2.40 0.31
H7 0.18 -2.36 0.56
H8 -1.80 1.52 -2.05
H9 -0.76 2.42 -0.98
H10 -2.06 1.32 1.22
H11 -3.28 1.69 -0.30
H12 -1.90 -1.62 -1.41
H13 -2.07 -2.56 -0.06

What should be chosen as the least stable of them? Choose arrangement 2.

Arrangement 1

DFT (ωB97M-V with the def2-TZVPD basis set) results for a molecular structure, C2HBr3O2.

* LUMO energy: -0.62 eV
* HOMO level: -10.50 eV
* 2S+1: 1
* Kohn-Sham gap: 0.3633 hartree

Element x y z (Å)
C1 -0.32 1.16 -0.17
C2 0.04 -0.31 0.02
O1 -0.02 2.04 0.58
O2 0.99 -0.35 0.95
Br1 -1.34 1.52 -1.67
Br2 -1.31 -1.61 0.63
Br3 0.79 -1.15 -1.63
H1 1.18 -1.29 1.30

Arrangement 2

DFT (ωB97M-V with the def2-TZVPD basis set) results for a molecular structure, C2HBr3O2.

* LUMO energy: -0.53 eV
* HOMO level: -10.64 eV
* 2S+1: 1
* Kohn-Sham gap: 0.3714 hartree

Element x y z (Å)
C1 -0.94 0.69 1.94
C2 -1.35 -0.55 1.16
O1 0.13 1.21 1.99
O2 -0.21 -0.90 -0.20
Br1 -2.40 1.28 2.92
Br2 -0.94 -2.00 2.35
Br3 -3.01 -0.53 0.41
H1 0.77 -0.82 0.16

What should be chosen as the least stable of them? Choose arrangement 2.

Arrangement 1

DFT (ωB97M-V with the def2-TZVPD basis set) results for 3 unconnected molecules or ions with the total composition C21H24N2O6.

* LUMO energy: -0.93 eV
* HOMO level: -10.11 eV
* 2S+1: 1
* Kohn-Sham gap: 0.3373 hartree

Element x y z (Å)
C1 -1.05 -1.46 -2.72
C2 -0.80 -0.16 -1.95
C3 0.68 0.19 -1.74
O1 1.59 -0.76 -2.25
C4 1.78 -1.87 -1.40
C5 3.20 -2.03 -1.02
C6 3.75 -1.86 0.17
C7 3.14 -1.44 1.47
O2 4.01 -0.60 2.21
C8 3.66 0.70 2.38
C9 3.04 1.46 1.24
O3 3.96 1.26 3.42
C10 5.20 -2.22 0.10
O4 6.06 -2.18 0.94
O5 5.44 -2.64 -1.20
C11 4.30 -2.48 -1.94
O6 4.24 -2.68 -3.12
H1 -0.30 -1.64 -3.48
H2 -0.99 -2.29 -2.03
H3 -2.04 -1.48 -3.13
H4 -1.33 0.63 -2.45
H5 -1.25 -0.27 -0.97
H6 0.90 1.14 -2.21
H7 0.85 0.34 -0.68
H8 1.47 -2.76 -1.93
H9 1.17 -1.79 -0.51
H10 2.16 -1.00 1.31
H11 2.99 -2.34 2.05
H12 3.74 1.63 0.44
H13 2.69 2.39 1.64
H14 2.19 0.94 0.81
C12 -4.41 -1.93 2.86
C13 -3.37 -2.81 3.09
C14 -2.13 -2.53 2.54
N1 -1.88 -1.46 1.79
C15 -2.89 -0.62 1.58
C16 -4.17 -0.80 2.09
H15 -5.40 -2.11 3.28
H16 -3.52 -3.70 3.69
H17 -1.29 -3.20 2.70
H18 -2.67 0.24 0.97
H19 -4.95 -0.08 1.88
C17 -1.94 5.05 -0.76
C18 -3.14 5.01 -1.45
C19 -3.78 3.80 -1.59
N2 -3.31 2.65 -1.10
C20 -2.16 2.70 -0.44
C21 -1.43 3.86 -0.24
H20 -1.40 5.98 -0.62
H21 -3.57 5.91 -1.87
H22 -4.73 3.73 -2.12
H23 -1.80 1.75 -0.06
H24 -0.50 3.84 0.31

Arrangement 2

DFT (ωB97M-V with the def2-TZVPD basis set) results for 3 unconnected molecules or ions with the total composition C21H24N2O6.

* LUMO energy: -0.28 eV
* HOMO level: -8.82 eV
* 2S+1: 1
* Kohn-Sham gap: 0.3139 hartree

Element x y z (Å)
C1 -0.19 -2.05 6.12
C2 -0.94 -0.92 5.78
C3 -0.96 -0.49 4.45
C4 -0.23 -1.17 3.48
C5 -0.22 -0.68 2.04
C6 0.97 0.23 1.81
C7 2.14 -0.31 1.32
C8 3.26 0.51 1.11
C9 3.21 1.85 1.38
C10 2.02 2.43 1.87
N1 1.99 3.77 2.10
C11 0.87 4.23 2.56
C12 -0.25 3.42 2.80
N2 -0.28 2.14 2.57
C13 0.89 1.62 2.10
C14 0.50 -2.31 3.82
C15 0.52 -2.74 5.14
H1 -0.15 -2.38 7.14
H2 -1.50 -0.38 6.51
H3 -1.52 0.38 4.16
H4 -1.15 -0.16 1.81
H5 -0.14 -1.53 1.37
H6 2.19 -1.36 1.10
H7 4.18 0.09 0.73
H8 4.06 2.50 1.21
H9 0.80 5.29 2.77
H10 -1.16 3.88 3.18
H11 1.06 -2.85 3.07
H12 1.09 -3.62 5.40
C16 1.94 -3.88 -4.87
O1 1.98 -2.49 -4.56
C17 1.44 -2.17 -3.38
O2 0.95 -2.95 -2.61
O3 1.55 -0.86 -3.21
C18 0.99 -0.38 -1.98
H13 2.41 -3.99 -5.84
H14 2.50 -4.46 -4.13
H15 0.91 -4.23 -4.92
H16 1.50 -0.82 -1.14
H17 -0.07 -0.59 -1.93
H18 1.14 0.70 -1.96
C19 -1.53 0.06 -4.93
O4 -2.87 0.17 -4.44
C20 -3.20 1.39 -4.03
O5 -2.48 2.35 -4.03
O6 -4.46 1.36 -3.60
C21 -4.94 2.61 -3.12
H19 -1.39 -0.98 -5.23
H20 -1.38 0.70 -5.80
H21 -0.81 0.30 -4.16
H22 -4.92 3.36 -3.91
H23 -4.36 2.95 -2.27
H24 -5.97 2.44 -2.81

What should be chosen as the least stable of them? Choose arrangement 1.

Arrangement 1

DFT (ωB97M-V with the def2-TZVPD basis set) results for a single C4H8OS molecule.

* LUMO energy: -0.07 eV
* HOMO level: -8.43 eV
* 2S+1: 1
* Kohn-Sham gap: 0.3073 hartree

Element x y z (Å)
C1 -0.77 -1.75 -0.03
C2 -0.96 -0.19 0.02
C3 0.39 0.48 0.44
S1 1.25 0.63 1.84
C4 -1.10 0.33 -1.42
O1 0.11 0.03 -2.15
H1 0.23 -1.94 -0.50
H2 -0.81 -2.36 0.93
H3 -1.57 -2.19 -0.64
H4 -1.82 0.12 0.62
H5 0.86 0.91 -0.46
H6 -1.94 -0.15 -1.94
H7 -1.15 1.41 -1.36
H8 -0.02 0.53 -2.97

Arrangement 2

DFT (ωB97M-V with the def2-TZVPD basis set) results for a single C4H8OS molecule.

* LUMO energy: 0.88 eV
* HOMO level: -8.65 eV
* 2S+1: 1
* Kohn-Sham gap: 0.3502 hartree

Element x y z (Å)
C1 0.06 0.37 1.32
C2 -0.97 -0.67 1.03
S1 -1.42 -0.91 -0.76
C3 -0.18 0.25 -1.51
C4 1.15 0.10 -0.80
O1 1.19 0.37 0.57
H1 0.40 0.22 2.32
H2 -0.50 1.35 1.25
H3 -0.68 -1.69 1.39
H4 -1.91 -0.45 1.64
H5 -0.06 -0.06 -2.56
H6 -0.53 1.29 -1.58
H7 1.59 -0.91 -1.04
H8 1.85 0.75 -1.28

What should be chosen as the least stable of them? Choose arrangement 1.

Arrangement 1

DFT (ωB97M-V with the def2-TZVPD basis set) results for a single C4H10 molecule.

* LUMO energy: 1.31 eV
* HOMO level: -10.98 eV
* 2S+1: 1
* Kohn-Sham gap: 0.4516 hartree

Element x y z (Å)
C1 0.34 -0.30 1.85
C2 -0.53 0.08 0.64
C3 0.33 0.42 -0.60
C4 -0.19 -0.17 -1.92
H1 1.12 -1.01 1.61
H2 -0.31 -0.68 2.65
H3 0.79 0.58 2.31
H4 -0.96 1.04 0.89
H5 -1.28 -0.68 0.46
H6 1.40 0.16 -0.57
H7 0.37 1.52 -0.68
H8 -0.29 -1.24 -1.81
H9 0.44 0.13 -2.76
H10 -1.23 0.13 -2.09

Arrangement 2

DFT (ωB97M-V with the def2-TZVPD basis set) results for 2 unconnected molecules or ions with the total composition C4H10.

* LUMO energy: 1.22 eV
* HOMO level: -9.33 eV
* 2S+1: 1
* Kohn-Sham gap: 0.3876 hartree

Element x y z (Å)
C1 -0.89 -1.21 0.37
C2 0.04 -0.26 0.45
C3 -0.33 1.18 0.72
C4 1.47 -0.52 0.09
H1 -0.64 -2.23 0.10
H2 -1.94 -1.00 0.58
H3 0.00 1.51 1.71
H4 0.14 1.84 -0.01
H5 -1.41 1.33 0.66
H6 1.71 -1.59 0.11
H7 2.17 -0.01 0.76
H8 1.67 -0.14 -0.93
H9 -1.01 0.29 -2.02
H10 -0.98 0.80 -2.56

What should be chosen as the least stable of them? Choose arrangement 2.

Arrangement 1

DFT (ωB97M-V with the def2-TZVPD basis set) results for 2 unconnected molecules or ions with the total composition C2H10NO2.

* net charge: +1
* LUMO energy: -3.53 eV
* HOMO level: -14.45 eV
* 2S+1: 1
* Kohn-Sham gap: 0.4011 hartree

Element x y z (Å)
C1 0.42 -0.88 0.68
O1 -0.27 -2.12 0.35
C2 0.71 -0.15 -0.66
N1 0.13 -0.88 -1.79
H1 1.33 -1.15 1.17
H2 -0.29 -0.28 1.22
H3 -0.72 -2.49 1.11
H4 0.29 0.84 -0.66
H5 1.78 -0.04 -0.81
H6 0.81 -1.27 -2.44
H7 -0.48 -0.26 -2.33
H8 -0.38 -1.67 -1.36
H9 -1.09 4.16 0.78
H10 -1.13 3.54 2.19
O2 -0.78 3.41 1.30

Arrangement 2

DFT (ωB97M-V with the def2-TZVPD basis set) results for 3 unconnected molecules or ions with the total composition C2H10NO2.

* net charge: +1
* LUMO energy: -3.23 eV
* HOMO level: -15.25 eV
* 2S+1: 1
* Kohn-Sham gap: 0.4419 hartree

Element x y z (Å)
C1 -1.25 0.11 0.32
C2 -2.25 0.12 -0.53
N1 0.10 -0.28 -0.08
H1 -1.33 0.53 1.31
H2 -3.26 0.35 -0.22
H3 -2.17 0.07 -1.62
H4 0.09 -0.92 -0.87
H5 0.67 0.57 -0.24
H6 0.57 -0.69 0.74
H7 3.23 -2.28 1.33
H8 2.59 -3.46 0.75
O1 2.42 -2.53 0.90
H9 -0.72 2.60 -1.11
H10 0.67 3.05 -1.15
O2 0.06 2.62 -0.54

What should be chosen as the least stable of them? Choose arrangement 2.

Arrangement 1

DFT (ωB97M-V with the def2-TZVPD basis set) results for 2 unconnected molecules or ions with the total composition C5H10O3.

* LUMO energy: 0.76 eV
* HOMO level: -8.76 eV
* 2S+1: 1
* Kohn-Sham gap: 0.3501 hartree

Element x y z (Å)
C1 -1.93 -0.86 1.12
C2 -1.45 -0.59 -0.30
O1 -2.47 -0.53 -1.21
O2 -0.47 -1.48 -0.71
H1 -1.11 -0.70 1.81
H2 -2.28 -1.89 1.20
H3 -2.75 -0.19 1.36
H4 -0.83 0.52 -0.25
H5 -2.44 -1.33 -1.76
H6 0.38 -1.14 -0.32
C3 0.61 2.55 -0.32
C4 0.71 1.37 -0.02
O3 1.36 0.25 0.37
C5 2.72 0.15 -0.03
H7 0.74 3.56 -0.58
H8 3.32 0.94 0.44
H9 3.07 -0.82 0.32
H10 2.82 0.20 -1.12

Arrangement 2

DFT (ωB97M-V with the def2-TZVPD basis set) results for 2 unconnected molecules or ions with the total composition C5H10O3.

* LUMO energy: 0.22 eV
* HOMO level: -9.04 eV
* 2S+1: 1
* Kohn-Sham gap: 0.3402 hartree

Element x y z (Å)
C1 -0.77 1.68 -1.24
C2 0.37 0.55 -1.08
C3 0.38 -0.38 0.19
C4 -0.47 -0.02 1.44
C5 -0.79 -1.17 0.70
H1 -0.43 2.36 -2.18
H2 -1.15 1.99 -0.17
H3 -1.61 1.17 -1.82
H4 0.27 -0.28 -1.93
H5 1.97 0.81 0.59
H6 1.90 -1.54 -0.07
H7 0.12 -0.32 2.36
H8 -1.04 0.90 1.28
H9 -1.74 -1.04 0.09
H10 0.48 -2.58 0.92
O1 1.63 1.16 -0.71
O2 1.48 -0.96 0.53
O3 -0.62 -2.32 1.11

Arrangement 3

DFT (ωB97M-V with the def2-TZVPD basis set) results for 2 unconnected molecules or ions with the total composition C5H10O3.

* LUMO energy: 0.44 eV
* HOMO level: -8.98 eV
* 2S+1: 1
* Kohn-Sham gap: 0.3460 hartree

Element x y z (Å)
C1 -0.02 -0.47 -0.92
C2 -0.03 0.99 -0.40
C3 1.13 -0.84 -1.85
C4 -0.47 0.66 0.97
C5 -1.44 0.94 1.79
O1 -1.24 -0.76 -1.59
O2 0.01 -1.15 0.31
O3 1.17 0.19 1.88
H1 -1.76 -1.28 -0.96
H2 1.01 -0.66 1.30
H3 0.95 -0.01 2.80
H4 0.97 1.43 -0.40
H5 -0.72 1.67 -0.90
H6 1.04 -0.31 -2.80
H7 1.09 -1.91 -2.04
H8 2.08 -0.59 -1.39
H9 -2.18 1.65 1.45
H10 -1.59 0.46 2.75

What should be chosen as the least stable of them? Choose arrangement 2.